C17H37N3O6PtSi4Te | ωB97M-V/def2-TZVPD

```
! RIJCOSX wB97M-V def2-TZVPD def2/J DEFGRID3
* xyz 0 3
Pt -0.49 0.74 0.03
C -0.18 4.58 1.14
C -1.21 3.66 1.67
N -1.34 2.39 1.38
C -2.41 1.91 2.08
C -2.95 2.94 2.81
N -2.17 4.04 2.54
C -4.10 3.08 3.73
O -4.81 2.01 3.96
O -4.34 4.17 4.21
C -2.79 0.46 1.99
O -3.82 0.09 2.58
O -2.02 -0.29 1.34
H 0.26 4.15 0.24
H 0.61 4.72 1.87
H -0.61 5.54 0.90
H -2.34 4.94 2.96
H -4.48 1.18 3.43
N -4.95 1.71 -2.76
C -4.50 0.35 -2.46
C -3.15 0.44 -1.75
O -2.32 -0.43 -1.77
O -2.96 1.59 -1.12
H -5.94 1.72 -2.99
H -4.44 2.07 -3.56
H -3.72 2.17 -1.28
H -4.41 -0.30 -3.33
H -5.21 -0.10 -1.76
C 0.74 -0.74 2.98
Si 2.00 -0.19 1.66
C 2.34 1.69 1.80
C 3.64 -1.07 2.06
Si 1.27 -0.79 -0.61
Te 0.74 1.50 -2.02
Si 0.00 -2.81 -1.03
C -0.56 -2.83 -2.85
C 1.27 -4.22 -0.79
C -1.38 -3.19 0.22
Si 3.40 -1.08 -1.83
C 4.48 0.50 -1.66
C 4.48 -2.53 -1.21
C 3.07 -1.39 -3.69
H 0.93 -0.29 3.95
H 0.76 -1.82 3.10
H -0.27 -0.47 2.69
H 2.68 1.97 2.79
H 1.43 2.25 1.59
H 3.09 2.01 1.08
H 3.92 -0.89 3.10
H 4.46 -0.72 1.44
H 3.55 -2.14 1.93
H 0.28 -2.72 -3.53
H -1.26 -2.02 -3.04
H -1.07 -3.76 -3.10
H 1.95 -4.31 -1.63
H 0.75 -5.17 -0.70
H 1.85 -4.08 0.11
H -1.96 -2.30 0.45
H -0.96 -3.55 1.15
H -2.06 -3.94 -0.16
H 4.80 0.64 -0.63
H 3.93 1.38 -1.96
H 5.37 0.44 -2.27
H 4.79 -2.40 -0.18
H 5.38 -2.62 -1.81
H 3.96 -3.48 -1.28
H 2.36 -0.67 -4.09
H 2.68 -2.39 -3.86
H 3.98 -1.30 -4.28
*
```

F_max: 1.25 eV Å⁻¹
LUMO energy (spin up / spin down): -0.0032 / -0.0788 Eh
expectation value of S²: 2.0216

Results of the Mulliken charge analysis, in e, for atoms 1 through 5: Pt 0.980; C -1.446; C -0.076; N -0.172; C 0.537

=====

C4H2CdO6 | ωB97M-V/def2-TZVPD

```
! RIJCOSX wB97M-V def2-TZVPD def2/J DEFGRID3
* xyz 1 2
O -2.43 -0.37 2.24
C -1.91 0.05 1.21
O -2.46 0.58 0.27
Cd -4.42 0.15 1.95
O -0.13 0.10 0.98
H 0.08 1.37 -0.59
O 2.15 -0.15 -2.26
O 2.17 -1.14 -0.49
O 0.26 -0.95 -1.50
C 0.47 0.44 -0.14
C 1.96 0.22 -0.23
C 1.52 -1.10 -1.70
H 2.74 0.80 0.26
*
```

F_max: 8.05 eV Å⁻¹
energy relative to the best compared isomer or geometry (same formula, charge and spin): 7.8 kcal/mol
LUMO energy (spin up / spin down): -0.2578 / -0.2609 Eh
expectation value of S²: 0.7517

Results of the Mulliken charge analysis, in e, for atoms 1 through 5: O -0.658; C 1.034; O -0.502; Cd 0.724; O -0.374

=====

C35H51N4O4RuS3Si | ωB97M-V/def2-TZVPD

```
! RIJCOSX wB97M-V def2-TZVPD def2/J DEFGRID3
* xyz 2 2
Ru 0.15 -0.52 1.49
C 0.00 1.04 5.66
C 0.29 0.90 4.29
N -0.12 -0.14 3.59
C -0.91 -1.06 4.18
C -1.24 -1.01 5.54
C -0.74 0.07 6.29
C -2.10 -2.02 6.09
C -2.62 -2.98 5.30
C -2.35 -3.01 3.89
C -2.94 -3.95 3.02
C -2.64 -3.89 1.68
C -1.75 -2.92 1.21
N -1.17 -2.03 2.01
C -1.48 -2.07 3.34
H 0.38 1.90 6.19
H 0.86 1.65 3.76
H -0.97 0.15 7.34
H -2.32 -1.99 7.15
H -3.28 -3.73 5.71
H -3.63 -4.69 3.41
H -3.08 -4.58 0.98
H -1.48 -2.86 0.17
C -2.01 1.40 -4.58
C -2.59 1.17 -3.19
C -3.93 0.47 -3.28
C -2.68 2.47 -2.41
O -1.72 0.27 -2.43
Si -0.14 0.01 -2.51
S 0.14 -1.12 -0.67
O 0.70 1.40 -2.58
C 2.09 1.73 -2.86
C 2.07 3.15 -3.40
C 2.87 1.66 -1.55
C 2.70 0.77 -3.87
O 0.41 -0.97 -3.66
C 0.11 -2.29 -4.18
C 0.17 -2.17 -5.69
C 1.19 -3.22 -3.66
C -1.27 -2.75 -3.73
H -2.69 2.00 -5.18
H -1.86 0.45 -5.10
H -1.05 1.92 -4.53
H -4.66 1.11 -3.77
H -4.30 0.23 -2.28
H -3.86 -0.45 -3.85
H -3.33 3.17 -2.92
H -1.69 2.92 -2.31
H -3.09 2.28 -1.42
H 1.51 3.80 -2.73
H 1.59 3.17 -4.38
H 3.08 3.54 -3.50
H 2.51 2.43 -0.87
H 3.93 1.84 -1.72
H 2.75 0.68 -1.08
H 2.10 0.75 -4.78
H 2.75 -0.24 -3.48
H 3.71 1.10 -4.12
H 1.13 -1.75 -6.00
H -0.62 -1.52 -6.06
H 0.06 -3.15 -6.16
H 2.17 -2.93 -4.06
H 0.99 -4.25 -3.97
H 1.23 -3.18 -2.57
H -2.02 -1.99 -3.96
H -1.29 -2.93 -2.65
H -1.54 -3.67 -4.24
C 4.46 0.30 1.65
S 2.96 0.36 2.61
O 1.87 0.87 1.64
C 2.60 -1.38 2.75
C 2.56 -2.03 3.98
C 2.17 -3.36 4.01
C 1.82 -4.02 2.83
C 1.87 -3.37 1.61
C 2.28 -2.04 1.57
H 4.25 -0.11 0.66
H 5.18 -0.32 2.19
H 4.84 1.32 1.57
H 2.81 -1.50 4.89
H 2.14 -3.88 4.95
H 1.52 -5.06 2.88
H 1.61 -3.88 0.69
H 2.44 -1.54 0.62
S -1.68 0.92 1.24
C -1.13 2.56 1.17
N -1.75 3.44 1.95
C -1.41 4.86 2.03
C 0.03 5.05 1.58
C 0.23 4.36 0.24
N -0.17 2.96 0.35
H -2.51 3.08 2.50
H -1.53 5.17 3.07
H -2.09 5.45 1.42
H 0.71 4.60 2.32
H 0.27 6.10 1.50
H 1.27 4.40 -0.07
H -0.37 4.85 -0.53
H 0.27 2.25 -0.22
*
```

F_max: 0.62 eV Å⁻¹
energy relative to the best compared isomer or geometry (same formula, charge and spin): 0.0 kcal/mol
LUMO energy (spin up / spin down): -0.2120 / -0.2417 Eh
expectation value of S²: 0.7586

Results of the Mulliken charge analysis, in e, for atoms 1 through 5: Ru 1.630; C -1.395; C -0.494; N 0.892; C 0.158

=====

C3H6ClN3S | ωB97M-V/def2-TZVPD

```
! RIJCOSX wB97M-V def2-TZVPD def2/J DEFGRID3
* xyz 0 1
N -1.51 -0.11 -1.20
N -0.20 -0.08 -1.82
C 0.82 -0.69 -1.10
S 2.07 -1.54 -1.83
N 0.76 -0.55 0.28
C 0.43 0.72 0.86
C -0.10 0.66 2.12
Cl -0.60 2.05 2.91
H -1.61 -0.97 -0.59
H -1.52 0.66 -0.51
H -0.22 -0.35 -2.78
H 1.42 -1.02 0.86
H 0.67 1.65 0.27
H -0.42 -0.43 2.53
*
```

SMILES string: NNC(=S)N/C=C/Cl
F_max: 3.29 eV Å⁻¹
energy relative to the best compared isomer or geometry (same formula, charge and spin): 48.8 kcal/mol
LUMO energy: 0.0107 Eh

Results of the Mulliken charge analysis, in e, for atoms 1 through 5: N -0.652; N -0.058; C 0.098; S -0.348; N -0.165

=====

C22H88N44O22 | ωB97M-V/def2-TZVPD

```
! RIJCOSX wB97M-V def2-TZVPD def2/J DEFGRID3
* xyz 0 1
C -26.87 6.67 -1.98
O -28.00 6.76 -2.36
N -26.20 5.56 -1.93
N -26.18 7.60 -1.44
H -25.29 5.61 -1.50
H -26.60 4.71 -2.30
H -25.32 7.43 -0.93
H -26.59 8.51 -1.31
C -21.29 17.07 -2.62
O -22.06 16.40 -3.19
N -20.29 16.55 -1.86
N -21.41 18.33 -2.60
H -19.79 17.20 -1.27
H -20.19 15.56 -1.71
H -20.66 18.96 -2.35
H -22.24 18.74 -3.00
C -25.50 10.71 0.74
O -26.26 9.96 0.22
N -25.77 11.60 1.67
N -24.25 10.72 0.38
H -26.74 11.83 1.79
H -25.02 12.14 2.08
H -24.24 10.39 -0.58
H -23.60 11.41 0.70
C -30.03 12.55 3.61
O -29.06 13.03 3.12
N -30.83 11.68 3.01
N -30.55 12.85 4.77
H -31.69 11.43 3.48
H -30.40 11.16 2.26
H -30.02 13.39 5.44
H -31.47 12.56 5.07
C -27.25 12.16 -7.83
O -27.34 12.25 -9.05
N -26.21 11.57 -7.17
N -28.14 12.54 -7.05
H -26.10 11.36 -6.19
H -25.46 11.33 -7.81
H -29.00 12.77 -7.53
H -28.05 12.76 -6.07
C -22.51 18.34 -7.14
O -23.68 18.00 -7.02
N -21.98 19.34 -6.50
N -21.67 17.70 -7.89
H -21.02 19.40 -6.79
H -22.39 19.82 -5.70
H -20.76 18.14 -7.86
H -22.03 17.09 -8.61
C -28.82 17.53 -1.43
O -28.53 18.29 -2.31
N -28.45 16.27 -1.40
N -29.46 17.91 -0.36
H -28.65 15.79 -0.54
H -27.81 16.10 -2.17
H -29.87 17.17 0.20
H -29.96 18.78 -0.44
C -24.22 18.56 0.62
O -23.79 19.53 1.27
N -23.52 17.63 0.05
N -25.44 18.46 0.19
H -22.59 17.84 0.40
H -23.92 16.92 -0.54
H -25.51 17.72 -0.49
H -26.10 19.19 -0.01
C -22.83 13.79 -6.37
O -22.16 13.09 -5.61
N -23.47 13.34 -7.41
N -23.08 14.99 -6.03
H -24.11 13.97 -7.87
H -23.32 12.38 -7.72
H -23.88 15.20 -6.62
H -22.93 15.36 -5.10
C -25.44 15.47 -9.67
O -25.61 15.21 -8.51
N -25.43 14.59 -10.64
N -25.09 16.63 -10.12
H -25.60 13.61 -10.48
H -25.19 14.89 -11.57
H -25.00 16.67 -11.13
H -24.93 17.46 -9.57
C -28.83 19.36 3.43
O -29.04 18.51 4.35
N -28.08 18.96 2.46
N -29.39 20.53 3.26
H -27.88 19.66 1.76
H -27.61 18.07 2.42
H -30.03 20.77 4.00
H -28.77 21.20 2.82
C -23.44 10.89 -3.07
O -24.10 10.43 -2.23
N -22.22 10.64 -3.30
N -23.94 11.75 -3.92
H -21.86 9.91 -2.69
H -21.70 11.04 -4.07
H -24.71 12.39 -3.71
H -23.27 12.11 -4.59
C -24.79 19.20 -3.39
O -23.82 19.97 -3.19
N -25.96 19.25 -2.93
N -24.56 18.08 -4.03
H -26.24 20.14 -2.54
H -26.61 18.51 -3.11
H -23.66 17.76 -4.38
H -25.35 17.65 -4.49
C -22.52 13.52 2.16
O -23.15 12.49 2.27
N -21.85 13.95 3.17
N -22.48 14.19 1.03
H -21.24 14.74 3.03
H -21.92 13.60 4.11
H -22.09 15.12 1.05
H -23.12 13.94 0.29
C -26.18 15.69 2.55
O -26.28 15.71 3.76
N -27.24 15.79 1.76
N -25.06 15.55 1.90
H -28.20 15.82 2.06
H -27.09 15.64 0.77
H -25.05 15.67 0.90
H -24.22 15.39 2.45
C -26.93 15.54 -5.13
O -27.47 15.70 -4.06
N -26.91 16.47 -6.01
N -26.16 14.52 -5.47
H -27.37 17.32 -5.75
H -26.61 16.28 -6.95
H -26.19 14.22 -6.43
H -26.29 13.76 -4.82
C -30.17 14.25 0.20
O -30.00 14.97 1.12
N -29.56 13.08 -0.07
N -31.07 14.54 -0.67
H -29.63 12.52 -0.91
H -28.85 12.86 0.62
H -31.35 15.51 -0.67
H -31.40 13.85 -1.33
C -27.75 11.36 -3.37
O -27.31 12.18 -4.11
N -27.08 10.30 -3.07
N -28.78 11.43 -2.57
H -27.48 9.64 -2.44
H -26.15 10.17 -3.45
H -28.76 10.84 -1.75
H -29.55 12.08 -2.67
C -30.88 13.17 -4.17
O -31.32 12.96 -3.05
N -30.35 14.37 -4.53
N -30.88 12.34 -5.13
H -30.18 14.65 -5.48
H -29.99 14.93 -3.77
H -30.90 12.60 -6.11
H -31.26 11.41 -5.00
C -25.39 14.83 -1.66
O -25.27 15.46 -0.68
N -24.72 15.10 -2.78
N -26.08 13.69 -1.71
H -24.09 15.89 -2.81
H -25.04 14.71 -3.65
H -26.36 13.47 -2.65
H -26.68 13.36 -0.96
C -29.56 8.99 0.08
O -29.39 9.89 -0.71
N -30.73 8.62 0.56
N -28.55 8.42 0.63
H -30.69 8.04 1.38
H -31.49 8.95 -0.03
H -28.72 7.95 1.51
H -27.66 8.88 0.48
C -19.07 15.21 -6.91
O -19.23 15.21 -8.10
N -17.98 14.84 -6.38
N -19.94 15.61 -6.04
H -17.09 14.79 -6.86
H -17.85 15.01 -5.39
H -19.92 15.27 -5.09
H -20.85 15.76 -6.46
*
```

F_max: 8.35 eV Å⁻¹
energy relative to the best compared isomer or geometry (same formula, charge and spin): 272.9 kcal/mol
LUMO energy: 0.0020 Eh

Results of the Mulliken charge analysis, in e, for atoms 1 through 5: C 0.703; O -0.632; N -0.394; N 0.137; H 0.120

=====

C2H3FO2S | ωB97M-V/def2-TZVPD

```
! RIJCOSX wB97M-V def2-TZVPD def2/J DEFGRID3
* xyz 0 1
C -1.42 0.23 -0.24
C -0.46 -0.39 0.38
S 1.17 0.13 0.09
O 1.31 1.33 -0.61
O 1.99 -0.27 1.20
F 1.61 -0.96 -1.05
H -2.51 -0.05 -0.10
H -1.07 1.05 -0.88
H -0.62 -1.04 1.21
*
```

SMILES string: C=CS(=O)(=O)F
F_max: 4.33 eV Å⁻¹
energy relative to the best compared isomer or geometry (same formula, charge and spin): 25.1 kcal/mol
LUMO energy: -0.0012 Eh

Results of the Mulliken charge analysis, in e, for atoms 1 through 5: C -0.415; C -0.255; S 1.163; O -0.543; O -0.564

=====

C4H14NOS | ωB97M-V/def2-TZVPD

```
! RIJCOSX wB97M-V def2-TZVPD def2/J DEFGRID3
* xyz 1 1
C -1.16 -0.50 0.50
C -0.97 -0.63 -1.06
C 0.35 -1.32 -1.43
S 1.84 -0.54 -0.61
C 1.64 1.17 -0.74
N -0.31 -1.54 1.28
H -0.80 0.49 0.94
H -2.26 -0.52 0.83
H -1.08 0.39 -1.46
H -1.90 -1.12 -1.40
H 0.53 -1.44 -2.57
H 0.43 -2.32 -1.04
H 2.17 1.75 0.06
H 0.67 1.63 -0.76
H 2.23 1.53 -1.66
H -0.86 -2.42 1.35
H 0.49 -1.90 0.78
H 0.00 -1.16 2.21
H -0.40 3.24 0.89
H -0.05 2.64 2.39
O -0.57 2.58 1.52
*
```

F_max: 4.40 eV Å⁻¹
energy relative to the best compared isomer or geometry (same formula, charge and spin): 40.9 kcal/mol
LUMO energy: -0.1246 Eh

Results of the Mulliken charge analysis, in e, for atoms 1 through 5: C -0.138; C -0.445; C -0.991; S -0.099; C -0.694